1.
Here is a structure of composition H29O15 from OMol25. Energies are from wB97M-V/def2-TZVPD.

Computed properties:
ΔE to the lowest compared entry with this formula, charge and spin (kcal/mol): 27.6
Charge: -1
Calculated total energy (hartree): -1146.02849
Highest occupied orbital energy (eV): -6.197
LUMO level (eV): 2.02

Geometry (Å):
O (0.49, 0.65, 0.95)
H (0.36, 0.67, 2.23)
H (1.12, 1.57, -3.03)
O (2.27, -1.03, -0.30)
H (1.55, -0.68, -0.83)
H (1.13, -1.23, -4.02)
O (1.08, 0.62, -2.99)
H (1.94, -2.00, -5.14)
H (2.67, 2.52, 1.35)
O (0.51, 3.16, 3.17)
H (-2.56, 1.77, 2.55)
H (0.90, 2.44, 3.68)
O (-0.58, -1.97, 3.86)
H (-0.52, -0.99, 3.71)
H (2.29, -3.75, -0.95)
O (-2.74, 1.60, -1.64)
H (-1.45, -1.15, 0.19)
H (-2.38, 2.43, -1.96)
O (2.14, 3.73, -2.53)
H (-0.10, -2.28, 3.09)
H (1.72, -1.13, 0.49)
O (0.29, 0.53, 3.36)
H (1.60, 4.50, -2.69)
H (-0.41, 0.85, 0.65)
O (-2.62, 1.41, 1.66)
H (1.14, -4.61, -1.29)
H (1.93, 0.20, -2.83)
O (-1.44, -1.38, -0.73)
H (0.20, 2.58, 2.48)
O (-1.69, -4.29, -0.33)
H (-1.85, -3.60, -0.98)
H (-1.30, -0.61, -1.29)
O (-3.98, -0.31, -0.28)
H (-4.06, 0.33, -1.00)
H (-3.50, -1.09, -0.58)
O (2.09, -4.68, -1.15)
H (1.60, 3.25, -1.91)
H (1.02, 0.74, 3.93)
O (3.52, 2.69, 1.75)
H (-3.34, 0.77, 1.72)
H (-1.55, -3.74, 0.45)
O (1.39, -2.07, -4.39)
H (3.86, 1.94, 2.23)
H (-2.75, 1.62, -0.67)

natural (NBO) atomic charge list, values in e, 6 entries: O -1.193; H 0.491; H 0.489; O -0.970; H 0.473; H 0.488

---

2.
Here is a cluster of 15 separate species, H29O15 in total from OMol25. Energies are from wB97M-V/def2-TZVPD.

Computed properties:
⟨S²⟩: 0.755
ΔE to the lowest compared entry with this formula, charge and spin (kcal/mol): 5.8
Calculated total energy (hartree): -1145.81631
Highest occupied orbital energy (alpha / beta) (eV): -10.772 / -10.772
Multiplicity: 2
LUMO level (alpha / beta) (eV): -1.24 / -5.62

Geometry (Å):
O (1.10, 1.18, 5.58)
H (1.84, 0.91, 5.03)
H (-3.43, 0.34, -3.97)
O (-2.15, 0.35, 1.49)
H (-1.53, -0.41, 1.56)
H (-1.15, 4.35, -0.95)
O (-3.01, -0.27, -4.60)
H (2.78, -0.38, -0.33)
H (1.10, 2.00, 0.13)
O (-1.80, -0.42, -1.38)
H (0.62, -2.46, -2.20)
H (-1.12, -1.07, -1.69)
O (-4.86, 0.43, 1.98)
H (-5.06, -0.51, 1.86)
H (3.34, -2.10, -3.82)
O (0.62, -1.36, 1.30)
H (2.11, -3.74, 2.05)
H (1.08, -1.01, 0.52)
O (2.70, 0.32, 0.32)
H (-3.94, 0.69, 1.81)
H (-2.19, 0.27, 0.54)
O (2.01, 0.10, -2.12)
H (2.75, -0.37, -2.53)
H (0.54, 0.41, 5.70)
O (0.45, -1.73, -1.59)
H (4.10, -0.84, -4.24)
H (-2.40, -0.67, -3.97)
O (1.38, -4.37, 1.86)
H (-1.45, 0.47, -1.33)
O (3.03, -2.28, 2.09)
H (3.84, -1.77, 2.04)
H (1.76, -5.08, 1.30)
O (-3.78, 2.37, -0.77)
H (-3.74, 1.58, -0.22)
H (-2.84, 2.56, -0.62)
O (3.99, -1.46, -3.51)
H (2.91, 1.03, -0.33)
H (1.22, -0.44, -1.98)
O (0.36, 2.63, 0.18)
H (0.19, -1.90, 0.60)
H (2.23, -1.73, 2.09)
O (-0.56, 4.94, -0.48)
H (0.13, 2.54, 1.11)
H (0.21, 4.38, -0.27)

natural (NBO) atomic charge list, values in e, 6 entries: O -0.940; H 0.468; H 0.474; O -0.959; H 0.496; H 0.455

---

3.
Here is a structure of composition H2I2P2 from OMol25. Energies are from wB97M-V/def2-TZVPD.

Computed properties:
ΔE to the lowest compared entry with this formula, charge and spin (kcal/mol): 31.7
Calculated total energy (hartree): -1279.26230
Highest occupied orbital energy (alpha / beta) (eV): -9.055 / -9.054
LUMO level (alpha / beta) (eV): -2.43 / -2.43

Geometry (Å):
P (1.36, 0.29, 0.39)
P (-0.57, -0.48, 0.98)
I (-0.65, -2.64, -0.20)
I (-2.86, 1.25, -0.23)
H (1.71, -0.08, -0.98)
H (1.01, 1.65, 0.05)

Charges in e, computed with natural (NBO), in the same order as the atoms: P -0.019; P 0.247; I -0.022; I -0.294; H 0.037; H 0.050

---

What did the second record say?
Here is a cluster of 15 separate species, H29O15 in total from OMol25. Energies are from wB97M-V/def2-TZVPD.

Computed properties:
⟨S²⟩: 0.755
ΔE to the lowest compared entry with this formula, charge and spin (kcal/mol): 5.8
Calculated total energy (hartree): -1145.81631
Highest occupied orbital energy (alpha / beta) (eV): -10.772 / -10.772
Multiplicity: 2
LUMO level (alpha / beta) (eV): -1.24 / -5.62

Geometry (Å):
O (1.10, 1.18, 5.58)
H (1.84, 0.91, 5.03)
H (-3.43, 0.34, -3.97)
O (-2.15, 0.35, 1.49)
H (-1.53, -0.41, 1.56)
H (-1.15, 4.35, -0.95)
O (-3.01, -0.27, -4.60)
H (2.78, -0.38, -0.33)
H (1.10, 2.00, 0.13)
O (-1.80, -0.42, -1.38)
H (0.62, -2.46, -2.20)
H (-1.12, -1.07, -1.69)
O (-4.86, 0.43, 1.98)
H (-5.06, -0.51, 1.86)
H (3.34, -2.10, -3.82)
O (0.62, -1.36, 1.30)
H (2.11, -3.74, 2.05)
H (1.08, -1.01, 0.52)
O (2.70, 0.32, 0.32)
H (-3.94, 0.69, 1.81)
H (-2.19, 0.27, 0.54)
O (2.01, 0.10, -2.12)
H (2.75, -0.37, -2.53)
H (0.54, 0.41, 5.70)
O (0.45, -1.73, -1.59)
H (4.10, -0.84, -4.24)
H (-2.40, -0.67, -3.97)
O (1.38, -4.37, 1.86)
H (-1.45, 0.47, -1.33)
O (3.03, -2.28, 2.09)
H (3.84, -1.77, 2.04)
H (1.76, -5.08, 1.30)
O (-3.78, 2.37, -0.77)
H (-3.74, 1.58, -0.22)
H (-2.84, 2.56, -0.62)
O (3.99, -1.46, -3.51)
H (2.91, 1.03, -0.33)
H (1.22, -0.44, -1.98)
O (0.36, 2.63, 0.18)
H (0.19, -1.90, 0.60)
H (2.23, -1.73, 2.09)
O (-0.56, 4.94, -0.48)
H (0.13, 2.54, 1.11)
H (0.21, 4.38, -0.27)

natural (NBO) atomic charge list, values in e, 6 entries: O -0.940; H 0.468; H 0.474; O -0.959; H 0.496; H 0.455

---

Question: calculated total energy of number 3 (H2I2P2)?
Answer: -1279.26230 hartree

---

Question: The lowest ΔE to the lowest compared entry with this formula, charge and spin belongs to which entry?
Answer: number 2